[1]
Formula: C39H36N3S6SbSiTc
Source: OMol25
Level of theory: ωB97M-V/def2-TZVPD

Computed properties:
E_HOMO = -14.9 eV
energy relative to the best compared isomer or geometry (same formula, charge and spin) = 0.000 eV
charge = +3
spin multiplicity = 1
max |F| = 1.251 eV Å⁻¹

Each line ends with the Löwdin charge.
CARTESIAN COORDINATES (ANGSTROEM)
1 Tc -0.210 0.423 1.112  1.1927
2 S -5.001 -2.352 5.668  1.1160
3 C -4.583 -2.011 7.280  -0.3579
4 C -3.436 -1.281 7.371  -0.1486
5 C -2.888 -0.996 6.101  -0.1107
6 C -3.629 -1.513 5.067  -0.4929
7 C -3.369 -1.412 3.634  -0.1627
8 C -2.281 -0.659 3.172  -0.0520
9 N -1.960 -0.511 1.882  -0.0233
10 C -2.769 -1.100 0.949  -0.1415
11 C -3.872 -1.873 1.311  -0.1042
12 C -4.678 -2.462 0.279  0.0267
13 C -4.399 -2.244 -1.022  0.0291
14 C -3.289 -1.419 -1.409  -0.1056
15 C -3.008 -1.100 -2.745  0.0835
16 C -1.959 -0.254 -3.051  -0.1647
17 C -1.185 0.214 -1.978  -0.0739
18 N -1.406 -0.074 -0.700  0.0317
19 C -2.473 -0.875 -0.419  -0.1528
20 C -1.612 0.146 -4.411  -0.5080
21 C -0.803 1.182 -4.802  -0.1164
22 C -0.650 1.263 -6.206  -0.1460
23 C -1.344 0.285 -6.853  -0.3585
24 S -2.186 -0.727 -5.772  1.0993
25 C -4.154 -2.027 2.674  0.0872
26 H -5.212 -2.368 8.083  0.0909
27 H -3.008 -0.964 8.311  0.1180
28 H -1.973 -0.430 5.972  0.0961
29 H -1.658 -0.162 3.892  0.0360
30 H -5.524 -3.072 0.570  0.1389
31 H -5.020 -2.674 -1.799  0.1390
32 H -3.642 -1.499 -3.529  0.1305
33 H -0.333 0.820 -2.204  0.0612
34 H -0.349 1.895 -4.121  0.1097
35 H -0.067 2.018 -6.716  0.1194
36 H -1.417 0.112 -7.918  0.0897
37 H -5.011 -2.626 2.965  0.1253
38 C 1.205 -0.806 1.120  -0.3576
39 Si 2.007 -0.346 -0.723  0.7426
40 C 1.622 1.504 -0.966  -0.1877
41 N 0.764 2.092 0.135  -0.2982
42 C 1.654 2.947 1.010  -0.2379
43 C 2.318 4.100 0.252  -0.1499
44 C 1.400 4.667 -0.838  -0.1603
45 C -0.048 4.466 -0.421  -0.1501
46 C -0.382 2.978 -0.338  -0.1571
47 C 1.217 -1.436 -1.978  -0.3034
48 C 1.459 -1.098 -3.317  -0.0875
49 C 0.967 -1.887 -4.346  -0.0556
50 C 0.228 -3.024 -4.050  -0.0451
51 C -0.013 -3.377 -2.727  -0.0480
52 C 0.482 -2.590 -1.698  -0.0958
53 C 3.782 -0.642 -0.415  -0.2704
54 C 4.353 -1.837 -0.868  -0.0636
55 C 5.701 -2.089 -0.658  -0.0390
56 C 6.484 -1.158 0.011  -0.0300
57 C 5.928 0.032 0.472  -0.0498
58 C 4.585 0.287 0.263  -0.0910
59 H 2.037 -0.693 1.818  -0.0122
60 H 0.874 -1.851 1.044  0.0634
61 H 1.174 1.696 -1.939  0.0770
62 H 2.568 2.047 -0.991  0.0878
63 H 2.397 2.299 1.475  0.0945
64 H 1.022 3.351 1.795  0.0811
65 H 3.286 3.807 -0.157  0.1152
66 H 2.532 4.868 0.997  0.1343
67 H 1.580 4.173 -1.797  0.1160
68 H 1.610 5.722 -0.997  0.1299
69 H -0.737 4.920 -1.133  0.1334
70 H -0.232 4.954 0.539  0.1279
71 H -0.703 2.610 -1.303  0.0976
72 H -1.220 2.826 0.358  0.1181
73 H 2.048 -0.218 -3.572  0.1217
74 H 1.164 -1.615 -5.377  0.1256
75 H -0.150 -3.646 -4.853  0.1235
76 H -0.570 -4.279 -2.500  0.1206
77 H 0.294 -2.905 -0.674  0.0964
78 H 3.749 -2.567 -1.399  0.1113
79 H 6.141 -3.009 -1.020  0.1235
80 H 7.537 -1.355 0.169  0.1250
81 H 6.548 0.757 0.984  0.1191
82 H 4.170 1.228 0.618  0.0877
83 S 1.768 3.108 5.905  0.0619
84 Sb 1.874 1.017 6.417  0.3391
85 S 0.456 1.220 3.100  0.2655
86 S 1.086 -0.252 4.271  0.1417
87 S 2.343 -0.668 7.666  0.1074


[2]
Formula: C13H16FN2O2S
Source: OMol25
Level of theory: ωB97M-V/def2-TZVPD

Computed properties:
E_HOMO = -11.7 eV
charge = +1
SMILES = [NH3+]CCS[C@H]1CC(=O)N(Cc2ccc(F)cc2)C1=O
spin multiplicity = 1
max |F| = 0.620 eV Å⁻¹

Each line ends with the natural charge from an NBO analysis.
CARTESIAN COORDINATES (ANGSTROEM)
1 N -0.862 2.806 1.326  -0.7159
2 C 0.141 3.805 1.774  -0.2384
3 C 1.539 3.380 1.343  -0.5381
4 S 1.846 1.597 1.683  0.2049
5 C 2.149 0.980 -0.028  -0.4159
6 C 2.894 -0.347 -0.069  -0.5271
7 C 2.089 -1.216 -1.010  0.7115
8 O 2.341 -2.294 -1.443  -0.4900
9 N 0.903 -0.513 -1.307  -0.4396
10 C -0.177 -1.123 -2.054  -0.2488
11 C -1.093 -1.957 -1.186  -0.0555
12 C -1.970 -2.837 -1.810  -0.1726
13 C -2.845 -3.608 -1.069  -0.2591
14 C -2.829 -3.494 0.311  0.4107
15 F -3.674 -4.233 1.043  -0.3088
16 C -1.963 -2.630 0.956  -0.2740
17 C -1.098 -1.861 0.198  -0.2034
18 C 0.839 0.699 -0.740  0.7252
19 O -0.130 1.452 -0.782  -0.6604
20 H -0.885 2.022 1.986  0.4393
21 H -1.799 3.207 1.248  0.4357
22 H -0.567 2.373 0.373  0.4759
23 H -0.090 4.772 1.324  0.2366
24 H 0.090 3.905 2.859  0.2282
25 H 2.286 3.954 1.889  0.2602
26 H 1.678 3.540 0.277  0.2369
27 H 2.694 1.769 -0.549  0.2618
28 H 3.924 -0.260 -0.414  0.2728
29 H 2.922 -0.832 0.911  0.2659
30 H -0.745 -0.320 -2.534  0.2404
31 H 0.276 -1.756 -2.821  0.2517
32 H -1.967 -2.920 -2.886  0.2223
33 H -3.528 -4.294 -1.543  0.2433
34 H -1.969 -2.573 2.033  0.2337
35 H -0.419 -1.193 0.709  0.1906


[3]
Formula: C33H39AsN2Tl
Source: OMol25
Level of theory: ωB97M-V/def2-TZVPD

Computed properties:
E_HOMO (alpha / beta) = -10.8 / -10.8 eV
energy relative to the best compared isomer or geometry (same formula, charge and spin) = 0.348 eV
charge = +1
spin multiplicity = 1
max |F| = 0.431 eV Å⁻¹

Each line ends with the Löwdin charge.
CARTESIAN COORDINATES (ANGSTROEM)
1 Tl -0.331 -0.260 -0.144  1.0044
2 C -3.349 1.173 1.901  -0.1089
3 N -3.495 -0.009 2.718  -0.2586
4 C -4.787 -0.639 2.504  -0.0880
5 C -2.418 -0.944 2.490  -0.2090
6 C -1.084 -0.426 2.974  -0.2586
7 C -0.909 -0.191 4.343  -0.0128
8 C 0.304 0.242 4.850  -0.0537
9 C 1.391 0.447 4.010  -0.0641
10 C 1.258 0.235 2.642  -0.1330
11 C 0.020 -0.173 2.189  -0.2407
12 H -4.194 1.843 2.062  0.0941
13 H -3.325 0.929 0.818  0.0789
14 H -2.431 1.706 2.150  0.0684
15 H -5.582 0.063 2.752  0.0892
16 H -4.888 -1.511 3.150  0.0888
17 H -4.929 -0.963 1.460  0.0928
18 H -2.351 -1.228 1.418  0.0688
19 H -2.646 -1.866 3.029  0.1345
20 H -1.753 -0.356 5.002  0.1274
21 H 0.409 0.408 5.913  0.1137
22 H 2.342 0.770 4.411  0.1135
23 H 2.097 0.394 1.980  0.0978
24 C -6.526 4.287 -2.907  -0.0391
25 C -5.165 3.928 -2.383  -0.2520
26 C -4.626 4.563 -1.273  -0.0048
27 C -3.362 4.250 -0.791  -0.3135
28 C -2.870 4.956 0.449  -0.0677
29 C -2.594 3.281 -1.458  -0.3262
30 As -0.904 2.931 -0.538  1.3120
31 N 0.222 1.724 -1.497  -0.2683
32 C 0.750 1.826 -2.711  -0.3898
33 C 0.483 2.911 -3.601  -0.0088
34 C 1.101 2.983 -4.824  -0.0415
35 C 1.991 1.982 -5.222  -0.0322
36 C 2.262 0.898 -4.380  -0.0565
37 C 1.664 0.818 -3.150  -0.0116
38 C 0.266 4.502 -0.773  -0.2807
39 C 1.434 4.444 0.004  -0.2784
40 C 1.765 3.328 0.964  -0.0864
41 C 2.385 5.456 -0.105  -0.0093
42 C 2.215 6.530 -0.957  -0.2526
43 C 3.244 7.617 -1.070  -0.0379
44 C 1.049 6.576 -1.710  -0.0083
45 C 0.068 5.595 -1.642  -0.2705
46 C -1.145 5.822 -2.512  -0.0454
47 C -3.149 2.567 -2.527  -0.2681
48 C -2.482 1.405 -3.218  -0.0460
49 C -4.418 2.921 -2.977  -0.0078
50 H -6.976 5.087 -2.323  0.0777
51 H -7.196 3.427 -2.876  0.0867
52 H -6.466 4.617 -3.945  0.0869
53 H -5.206 5.323 -0.762  0.1203
54 H -3.596 5.701 0.771  0.0878
55 H -1.918 5.471 0.300  0.0641
56 H -2.732 4.253 1.275  0.0685
57 H -0.216 3.673 -3.292  0.0734
58 H 0.897 3.815 -5.484  0.1182
59 H 2.471 2.042 -6.189  0.1154
60 H 2.949 0.126 -4.700  0.1151
61 H 1.877 -0.012 -2.487  0.0966
62 H 0.890 2.778 1.307  0.0135
63 H 2.257 3.733 1.849  0.0899
64 H 2.455 2.619 0.500  0.0867
65 H 3.280 5.395 0.504  0.1223
66 H 4.103 7.418 -0.432  0.0776
67 H 2.824 8.581 -0.782  0.0880
68 H 3.598 7.711 -2.097  0.0866
69 H 0.893 7.411 -2.383  0.1243
70 H -0.886 6.501 -3.322  0.0875
71 H -1.952 6.289 -1.943  0.0902
72 H -1.563 4.917 -2.946  0.0539
73 H -1.876 0.810 -2.535  0.0203
74 H -1.834 1.722 -4.037  0.0821
75 H -3.241 0.748 -3.639  0.0873
76 H -4.841 2.374 -3.813  0.1256